Entry 1:
Here is the molecule C5H10O from OMol25. Energies are from ωB97M-V/def2-TZVPD.

Structure (XYZ):
```
16
Properties=species:S:1:pos:R:3
C -0.53 0.21 -0.58
H -1.24 1.83 -1.32
C 0.09 -1.10 -0.94
H 0.87 -0.53 1.73
H -0.14 -1.96 -0.31
C 0.95 0.01 -0.36
H 2.46 -0.73 0.99
O -0.92 0.99 -1.68
H -2.52 0.30 0.19
H 1.56 0.52 -1.10
H 1.86 0.89 1.39
C 1.57 -0.10 1.01
H -1.35 1.23 1.14
C -1.49 0.31 0.58
H -1.39 -0.53 1.27
H 0.21 -1.33 -2.00
```

Computed properties:
Largest force on an atom in eV Å⁻¹: 0.3
HOMO-LUMO gap in eV: 10.24
E in eV: -7393.77556
ΔE to the lowest compared entry with this formula, charge and spin in kJ/mol: 95.5
E_HOMO in eV: -9.237
Structure (SMILES): C[C@H]1C[C@]1(C)O

Atom charges from the Löwdin analysis, given in e for atoms 1 to 2: -0.547 0.095

---

Entry 2:
Here is the molecule C5H10O at a distorted geometry from OMol25. Energies are from ωB97M-V/def2-TZVPD.

Structure (XYZ):
```
16
Properties=species:S:1:pos:R:3
H 0.08 1.51 -0.32
H -1.47 -1.00 -1.49
H -1.72 0.61 -0.76
C -1.77 -0.47 -0.58
H -2.81 -0.71 -0.35
C -0.92 -0.87 0.60
H 0.15 -0.27 2.11
H 1.15 -0.25 -1.76
O -1.15 0.04 1.66
H 2.58 -0.26 -0.70
H 2.19 1.19 -1.64
H 1.52 1.57 0.71
C 0.35 -0.22 0.95
C 1.75 0.36 -1.07
H -1.01 -1.93 0.85
C 0.90 0.91 0.09
```

Computed properties:
Largest force on an atom in eV Å⁻¹: 3.0
HOMO-LUMO gap in eV: 10.52
E in eV: -7391.09777
ΔE to the lowest compared entry with this formula, charge and spin in kJ/mol: 353.9
E_HOMO in eV: -9.439
Structure (SMILES): CC[C@H]1O[C@H]1C

Atom charges from the Löwdin analysis, given in e for atoms 1 to 2: 0.104 0.079

---

Entry 3:
Here is a 2-piece molecular cluster, C5H10O overall from OMol25. Energies are from ωB97M-V/def2-TZVPD.

Structure (XYZ):
```
16
Properties=species:S:1:pos:R:3
C -0.10 -0.81 -0.82
C -0.85 0.46 -0.52
H 2.02 -0.47 -1.02
H -1.58 0.78 -1.26
C 1.33 -1.03 -0.38
C -0.30 1.72 0.06
H -2.16 -1.29 -0.07
H 1.59 -2.10 -0.45
H -0.95 -0.96 1.24
C -1.22 -0.82 0.20
H 0.43 0.80 2.05
O 0.80 2.17 -0.17
H -0.34 -1.24 -1.79
H -1.03 2.26 0.71
H 1.51 -0.72 0.65
H 0.87 1.25 1.67
```

Computed properties:
Largest force on an atom in eV Å⁻¹: 0.8
HOMO-LUMO gap in eV: 10.79
E in eV: -7392.10538
ΔE to the lowest compared entry with this formula, charge and spin in kJ/mol: 256.6
E_HOMO in eV: -9.769
Structure (SMILES): C[C@H]1C[C@H]1C=O.[H][H]

Atom charges from the Löwdin analysis, given in e for atoms 1 to 2: -0.292 -0.231

---

Entry 4:
Here is the molecule C5H10O from OMol25. Energies are from ωB97M-V/def2-TZVPD.

Structure (XYZ):
```
16
Properties=species:S:1:pos:R:3
C 0.14 0.13 -0.45
C -0.24 -0.76 0.73
H 0.67 2.19 -0.88
H 0.62 -2.31 2.08
C -0.84 -0.06 -1.61
H -1.19 -1.30 0.63
H -0.52 0.50 -2.49
H 1.83 -1.09 1.41
H 1.13 -0.19 -0.80
C 0.25 1.61 -0.05
O -0.02 -0.28 2.05
H -0.73 2.02 0.20
H -0.91 -1.12 -1.90
H 0.89 1.74 0.82
C 0.78 -1.35 1.59
H -1.85 0.28 -1.33
```

Computed properties:
Largest force on an atom in eV Å⁻¹: 0.3
HOMO-LUMO gap in eV: 11.33
E in eV: -7393.42660
ΔE to the lowest compared entry with this formula, charge and spin in kJ/mol: 129.2
E_HOMO in eV: -10.168
Structure (SMILES): CC(C)[C@H]1CO1

Atom charges from the Löwdin analysis, given in e for atoms 1 to 2: -0.387 -0.281

---

Entry 5:
Here is a 2-piece molecular cluster, C5H10O overall at a distorted geometry from OMol25. Energies are from ωB97M-V/def2-TZVPD.

Structure (XYZ):
```
16
Properties=species:S:1:pos:R:3
O -1.32 -0.94 -1.60
H 2.37 0.45 0.92
H 0.08 0.01 1.86
C -0.75 1.33 0.43
H -2.66 0.44 -1.03
C 0.23 0.56 0.93
H -2.22 -0.84 0.19
H 0.34 -1.33 -0.68
H 1.49 -1.82 0.60
C 1.34 -1.11 -0.21
H 2.04 -1.29 -1.00
C -1.98 -0.37 -0.76
H 1.63 1.00 -0.58
H -1.53 1.67 1.10
C 1.51 0.32 0.26
H -0.58 1.94 -0.45
```

Computed properties:
Largest force on an atom in eV Å⁻¹: 2.0
HOMO-LUMO gap in eV: 10.21
E in eV: -7392.33962
ΔE to the lowest compared entry with this formula, charge and spin in kJ/mol: 234.0
E_HOMO in eV: -9.512
Structure (SMILES): C=CCC.C=O

Atom charges from the Löwdin analysis, given in e for atoms 1 to 2: -0.044 0.115

---

Entry 6:
Here is the molecule C5H10O from OMol25. Energies are from ωB97M-V/def2-TZVPD.

Structure (XYZ):
```
16
Properties=species:S:1:pos:R:3
H -1.44 1.84 -1.21
H 0.32 2.05 -1.14
H -2.48 -0.40 -0.18
C 0.99 -0.32 -0.03
H 1.18 -0.11 2.15
H -1.41 -1.26 -1.30
C 1.70 -0.43 1.25
H -0.39 0.82 -2.21
O 1.14 -1.58 0.62
C -0.48 1.31 -1.23
C -1.47 -0.82 -0.30
H 1.59 -0.23 -0.94
H 2.78 -0.40 1.29
H -0.62 0.76 0.85
C -0.42 0.26 -0.11
H -1.34 -1.63 0.43
```

Computed properties:
Largest force on an atom in eV Å⁻¹: 0.3
HOMO-LUMO gap in eV: 11.34
E in eV: -7393.46160
ΔE to the lowest compared entry with this formula, charge and spin in kJ/mol: 125.8
E_HOMO in eV: -10.177
Structure (SMILES): CC(C)[C@H]1CO1

Atom charges from the Löwdin analysis, given in e for atoms 1 to 2: 0.078 0.080

---

Entry 7:
Here is the molecule C5H10O from OMol25. Energies are from ωB97M-V/def2-TZVPD.

Structure (XYZ):
```
16
Properties=species:S:1:pos:R:3
H -2.49 0.93 -0.32
H -1.61 0.72 1.21
H -2.84 -0.47 0.71
C 1.80 1.03 0.00
C 0.27 -1.05 0.38
O -0.17 0.28 -1.23
H 2.63 0.68 0.63
C 1.05 -0.14 -0.59
H 0.50 -2.11 0.32
H 1.68 -0.69 -1.29
H -1.43 -1.37 -1.02
C -2.04 0.19 0.35
C -0.97 -0.58 -0.41
H 1.12 1.63 0.62
H 0.29 -0.72 1.42
H 2.20 1.67 -0.78
```

Computed properties:
Largest force on an atom in eV Å⁻¹: 0.3
HOMO-LUMO gap in eV: 10.70
E in eV: -7393.82639
ΔE to the lowest compared entry with this formula, charge and spin in kJ/mol: 90.6
E_HOMO in eV: -9.533
Structure (SMILES): C[C@@H]1C[C@H](C)O1

Atom charges from the Löwdin analysis, given in e for atoms 1 to 2: 0.082 0.077

---

Entry 8:
Here is a 2-piece molecular cluster, C5H10O overall from OMol25. Energies are from ωB97M-V/def2-TZVPD.

Structure (XYZ):
```
16
Properties=species:S:1:pos:R:3
C 0.92 -0.08 -0.27
C -2.45 -0.52 -0.68
H -1.93 -1.46 -0.85
O 0.15 0.70 1.89
H -2.98 -0.10 -1.53
H 1.09 1.93 0.60
C 2.43 -0.32 -0.31
H 2.72 -1.02 0.49
H 2.97 0.62 -0.15
H 2.76 -0.73 -1.27
C 0.67 0.92 0.83
C -2.44 0.07 0.51
H 0.56 0.34 -1.22
H -2.94 1.02 0.68
H 0.36 -1.00 -0.07
H -1.89 -0.34 1.35
```

Computed properties:
Largest force on an atom in eV Å⁻¹: 0.5
HOMO-LUMO gap in eV: 10.81
E in eV: -7393.24226
ΔE to the lowest compared entry with this formula, charge and spin in kJ/mol: 147.0
E_HOMO in eV: -9.817
Structure (SMILES): CCC=O.C=C

Atom charges from the Löwdin analysis, given in e for atoms 1 to 2: -0.229 -0.086

---

Entry 9:
Here is a 2-piece molecular cluster, C5H10O overall from OMol25. Energies are from ωB97M-V/def2-TZVPD.

Structure (XYZ):
```
16
Properties=species:S:1:pos:R:3
H 0.53 -0.46 3.67
H 0.25 -1.12 -5.92
H -0.74 1.28 0.50
C -0.05 -0.59 1.57
H 0.76 2.11 2.00
H 1.20 1.85 3.77
H -0.65 -1.44 1.88
H -2.01 0.32 -1.13
H 0.81 -1.05 1.08
H 1.68 -0.57 -6.32
C 0.82 1.42 2.84
C 0.45 0.15 2.78
O 0.77 -0.34 -6.14
C -1.48 -0.35 -0.46
C -0.80 0.20 0.54
H -1.54 -1.41 -0.66
```

Computed properties:
Largest force on an atom in eV Å⁻¹: 0.7
HOMO-LUMO gap in eV: 10.33
E in eV: -7392.97153
ΔE to the lowest compared entry with this formula, charge and spin in kJ/mol: 173.1
E_HOMO in eV: -9.397
Structure (SMILES): C=CCC=C.O

Atom charges from the Löwdin analysis, given in e for atoms 1 to 2: 0.093 0.030

---

Entry 10:
Here is C5H10O as an isolated structure at a distorted geometry from OMol25. Energies are from ωB97M-V/def2-TZVPD.

Structure (XYZ):
```
16
Properties=species:S:1:pos:R:3
C 0.25 -0.35 0.41
C 2.01 0.47 0.22
H 1.59 -1.31 -1.00
C 1.59 -0.87 0.00
H -2.45 0.27 0.97
H -1.29 -1.58 -0.30
H -3.01 0.20 -0.72
H -0.71 -0.42 -1.50
C -2.14 0.40 -0.08
H 1.99 -1.59 0.73
H 0.09 -0.17 1.47
O 1.14 1.34 -0.53
C -0.97 -0.52 -0.44
H 0.78 1.94 0.16
H -1.86 1.45 -0.23
H 3.01 0.78 -0.10
```

Computed properties:
Largest force on an atom in eV Å⁻¹: 3.3
HOMO-LUMO gap (alpha / beta) in eV: 7.20 / 8.81
E in eV: -7389.43977
ΔE to the lowest compared entry with this formula, charge and spin in kJ/mol: 513.8
E_HOMO (alpha / beta) in eV: -6.870 / -7.955

Atom charges from the Löwdin analysis, given in e for atoms 1 to 2: -0.141 -0.215

---

Entry 11:
Here is C5H10O as an isolated structure from OMol25. Energies are from ωB97M-V/def2-TZVPD.

Structure (XYZ):
```
16
Properties=species:S:1:pos:R:3
H 0.45 1.33 -1.28
H -0.97 -1.09 0.02
C -2.19 0.51 -0.93
H -0.45 0.60 0.79
C 0.33 0.46 -0.63
H 2.40 0.60 -0.04
H -2.47 -0.03 -1.85
C 1.64 -1.17 0.93
C -0.94 -0.05 -0.31
H -2.07 1.56 -1.20
H 2.34 -1.08 1.77
O 0.79 1.16 1.12
H 0.70 -1.57 1.33
H 2.05 -1.88 0.20
C 1.44 0.21 0.32
H -3.04 0.44 -0.24
```

Computed properties:
Largest force on an atom in eV Å⁻¹: 0.4
HOMO-LUMO gap in eV: 8.96
E in eV: -7390.95555
ΔE to the lowest compared entry with this formula, charge and spin in kJ/mol: 367.6
E_HOMO in eV: -8.383

Atom charges from the Löwdin analysis, given in e for atoms 1 to 2: 0.138 0.114

---

Entry 12:
Here is the molecule C5H10O at a distorted geometry from OMol25. Energies are from ωB97M-V/def2-TZVPD.

Structure (XYZ):
```
16
Properties=species:S:1:pos:R:3
H 2.61 0.63 0.57
H 1.08 1.40 0.99
H -2.76 0.59 -0.45
C 0.27 -1.22 0.39
C -1.02 -0.91 -0.36
H 1.87 1.78 -0.56
O -0.33 0.22 -1.13
H -2.12 0.10 1.10
H 0.68 -2.22 0.28
C 0.92 -0.15 -0.50
H -1.49 1.54 0.30
H 0.27 -0.96 1.46
H -1.30 -1.69 -1.10
H 1.53 -0.59 -1.30
C 1.66 0.98 0.16
C -1.86 0.50 0.14
```

Computed properties:
Largest force on an atom in eV Å⁻¹: 5.5
HOMO-LUMO gap in eV: 9.22
E in eV: -7390.75736
ΔE to the lowest compared entry with this formula, charge and spin in kJ/mol: 386.7
E_HOMO in eV: -8.079
Structure (SMILES): C[C@@H]1C[C@H](C)O1

Atom charges from the Löwdin analysis, given in e for atoms 1 to 2: 0.083 0.078

---

Entry 13:
Here is a 2-piece molecular cluster, C5H10O overall at a distorted geometry from OMol25. Energies are from ωB97M-V/def2-TZVPD.

Structure (XYZ):
```
16
Properties=species:S:1:pos:R:3
H -1.64 -1.28 2.63
O 0.61 2.72 -1.44
C -1.46 -0.06 0.92
H -0.74 0.37 0.23
H 0.97 -1.22 0.91
H 1.11 0.38 -3.21
C 0.41 0.56 -2.40
H -2.45 0.32 0.73
C 0.45 -1.25 1.87
C -1.03 -0.94 1.80
H 0.88 -0.49 2.52
H 0.66 -2.26 2.23
H 0.37 -0.44 -1.95
H -0.50 0.88 -2.91
C 0.87 1.55 -1.38
H 1.48 1.16 -0.55
```

Computed properties:
Largest force on an atom in eV Å⁻¹: 1.0
HOMO-LUMO gap in eV: 10.80
E in eV: -7393.10934
ΔE to the lowest compared entry with this formula, charge and spin in kJ/mol: 159.8
E_HOMO in eV: -9.824
Structure (SMILES): C=CC.CC=O

Atom charges from the Löwdin analysis, given in e for atoms 1 to 2: 0.091 0.044

---

Entry 14:
Here is the molecule C5H10O from OMol25. Energies are from ωB97M-V/def2-TZVPD.

Structure (XYZ):
```
16
Properties=species:S:1:pos:R:3
H -1.01 1.68 0.88
C 0.95 -0.28 -0.20
H 2.47 -0.56 1.30
C 1.38 -0.44 1.25
O -0.85 0.83 -1.66
C -1.35 0.65 0.71
H 1.40 -1.06 -0.82
H -0.39 -1.56 -1.72
H 1.12 0.43 1.86
C -0.70 0.04 -0.51
H -2.43 0.68 0.53
H -1.17 0.06 1.60
H 0.92 -1.33 1.68
C -0.55 -1.36 -0.65
H 1.30 0.65 -0.65
H -0.97 1.75 -1.39
```

Computed properties:
Largest force on an atom in eV Å⁻¹: 0.4
HOMO-LUMO gap in eV: 9.24
E in eV: -7390.88713
ΔE to the lowest compared entry with this formula, charge and spin in kJ/mol: 374.2
E_HOMO in eV: -8.403

Atom charges from the Löwdin analysis, given in e for atoms 1 to 2: 0.090 -0.213

---

Entry 15:
Here is C5H10O as an isolated structure at a distorted geometry from OMol25. Energies are from ωB97M-V/def2-TZVPD.

Structure (XYZ):
```
16
Properties=species:S:1:pos:R:3
H -0.80 -2.83 -0.50
H 0.91 2.58 -0.19
O -0.94 1.80 -0.56
C -0.61 0.60 0.16
H -0.04 -0.63 -1.56
H -1.74 -0.63 -1.20
C -0.76 -0.65 -0.74
C 0.82 0.72 1.08
H 0.91 1.18 -1.42
C 0.39 1.73 -0.64
H 0.74 -0.29 1.39
H -1.29 -1.87 0.93
H 0.41 -2.04 0.50
C -0.60 -1.93 0.09
H 1.93 0.80 0.80
H 0.67 1.45 1.85
```

Computed properties:
Largest force on an atom in eV Å⁻¹: 2.3
HOMO-LUMO gap in eV: 8.80
E in eV: -7389.47950
ΔE to the lowest compared entry with this formula, charge and spin in kJ/mol: 510.0
E_HOMO in eV: -7.764

Atom charges from the Löwdin analysis, given in e for atoms 1 to 2: 0.072 0.120